{
  "formula": "C40H33Br2IN2O2PRb",
  "method": "ωB97M-V/def2-TZVPD",
  "homo_ev": -6.73,
  "gap_ev": 6.75,
  "lumo_ev": 0.02,
  "largest_force_ha_per_bohr": 0.0125,
  "e_tot_ha": -7615.2930,
  "symbols": ["Rb", "N", "C", "C", "C", "C", "C", "C", "C", "C", "N", "C", "H", "H", "H", "H", "H", "H", "H", "H", "Br", "C", "Br", "H", "H", "C", "C", "O", "C", "C", "C", "C", "C", "C", "O", "H", "H", "H", "H", "H", "H", "H", "I", "C", "C", "C", "C", "C", "C", "C", "C", "C", "P", "C", "C", "C", "C", "C", "C", "C", "C", "C", "C", "C", "C", "C", "H", "H", "H", "H", "H", "H", "H", "H", "H", "H", "H", "H", "H", "H", "H", "H"],
  "positions_angstrom": [[0.4012, 0.0816, -1.7486], [-1.6185, -2.3914, -2.9263], [-1.9893, -3.2594, -1.9444], [-3.2671, -3.7647, -1.7949], [-3.5784, -4.6289, -0.7356], [-2.6422, -4.9968, 0.1937], [-1.3261, -4.4985, 0.0860], [-0.3045, -4.7994, 1.0132], [0.9403, -4.2548, 0.8518], [1.1656, -3.4050, -0.2451], [0.2455, -3.0965, -1.1266], [-0.9905, -3.6294, -0.9836], [-2.2196, -2.2005, -3.7062], [-0.6282, -2.3004, -3.0845], [-4.0360, -3.4943, -2.5080], [-4.5898, -5.0076, -0.6584], [-2.8917, -5.6619, 1.0107], [-0.5281, -5.4501, 1.8500], [1.7407, -4.4454, 1.5529], [2.1419, -2.9487, -0.3852], [3.7824, -0.8880, -2.2016], [3.6795, -2.1677, -3.6513], [1.9428, -2.2260, -4.4788], [3.8972, -3.1492, -3.2509], [4.3984, -1.8740, -4.4048], [-2.7881, 0.8788, -5.1629], [-1.4984, 1.2950, -4.4672], [-0.8078, 0.3967, -3.9789], [-1.1494, 2.7002, -4.4341], [-1.8511, 3.6067, -5.2574], [-1.5447, 4.9391, -5.3239], [-0.4947, 5.4322, -4.5319], [0.2028, 4.5971, -3.7065], [-0.0820, 3.1976, -3.5945], [0.5712, 2.4803, -2.7721], [-2.6671, 0.9387, -6.2458], [-3.6277, 1.5092, -4.8758], [-3.0010, -0.1540, -4.8957], [-2.6520, 3.2310, -5.8809], [-2.0970, 5.6007, -5.9780], [-0.2373, 6.4842, -4.5750], [1.0103, 4.9732, -3.0889], [1.6275, 3.1529, -0.3082], [2.3730, 3.4333, 1.6539], [3.3476, 4.3974, 1.7483], [3.7802, 4.9049, 2.9812], [3.1592, 4.4864, 4.1217], [2.1591, 3.4906, 4.0718], [1.5006, 3.1334, 5.2694], [0.5293, 2.1765, 5.2781], [0.2677, 1.4727, 4.0947], [0.9001, 1.7589, 2.9045], [0.7616, 0.4576, 1.6109], [1.3488, -1.0031, 2.5715], [2.6784, -1.3460, 2.3381], [3.2840, -2.3824, 3.0364], [2.5540, -3.0992, 3.9694], [1.2190, -2.7829, 4.1935], [0.6192, -1.7434, 3.5023], [-1.0403, 0.1863, 1.5151], [-1.9393, 1.2495, 1.5999], [-3.2863, 1.0544, 1.3316], [-3.7530, -0.2012, 0.9755], [-2.8665, -1.2662, 0.8830], [-1.5196, -1.0715, 1.1419], [1.8031, 2.8682, 2.8327], [3.7632, 4.8163, 0.8409], [4.5561, 5.6579, 3.0096], [3.4112, 4.9092, 5.0863], [1.7836, 3.6491, 6.1790], [0.0028, 1.9185, 6.1873], [-0.4312, 0.6465, 4.1336], [3.2466, -0.7874, 1.6014], [4.3220, -2.6270, 2.8496], [3.0231, -3.9056, 4.5188], [0.6450, -3.3499, 4.9158], [-0.4253, -1.5192, 3.6817], [-1.5831, 2.2352, 1.8731], [-3.9725, 1.8888, 1.4002], [-4.8050, -0.3501, 0.7688], [-3.2211, -2.2513, 0.6071], [-0.8341, -1.9075, 1.0759]]
}

=====

{
  "formula": "C12H18BBeCl6F10N3O4S2",
  "method": "ωB97M-V/def2-TZVPD",
  "homo_ev": -10.88,
  "gap_ev": 6.84,
  "lumo_ev": -4.04,
  "largest_force_ha_per_bohr": 0.1331,
  "e_tot_ha": -5529.1234,
  "symbols": ["Be", "B", "F", "F", "F", "F", "C", "F", "F", "F", "S", "O", "O", "N", "S", "O", "O", "C", "F", "F", "F", "C", "C", "N", "H", "H", "H", "C", "C", "N", "H", "H", "H", "Cl", "C", "C", "Cl", "H", "H", "H", "H", "Cl", "C", "C", "Cl", "H", "H", "H", "H", "Cl", "C", "C", "Cl", "H", "H", "H", "H"],
  "positions_angstrom": [[-8.8414, 23.7696, 3.9120], [-8.3877, 21.1462, 3.2873], [-9.3854, 21.7116, 2.4651], [-7.2319, 22.0077, 3.3057], [-8.9268, 21.2487, 4.5782], [-7.9471, 19.9121, 2.9304], [-9.0618, 27.0194, 7.0928], [-9.8088, 27.8350, 7.8063], [-8.6464, 27.6579, 6.0236], [-8.0455, 26.6185, 7.8431], [-10.0900, 25.3966, 6.5870], [-11.1455, 25.1720, 7.5809], [-10.6928, 25.7092, 5.3169], [-8.9336, 24.1442, 6.2597], [-8.8227, 23.4019, 7.6329], [-8.7196, 24.2407, 8.8133], [-9.7714, 22.3223, 7.7942], [-7.0491, 22.5565, 7.5486], [-6.1123, 23.4311, 7.1487], [-6.7311, 22.1770, 8.7525], [-7.1344, 21.5191, 6.7263], [-6.8149, 25.1497, -0.3928], [-7.2696, 24.6991, 0.9126], [-7.6547, 24.3008, 1.9166], [-5.9256, 24.6122, -0.7260], [-6.5085, 26.1940, -0.3400], [-7.5547, 24.9705, -1.1717], [-6.3801, 17.5246, 4.5980], [-5.2440, 17.3417, 3.7287], [-4.3486, 17.2530, 3.0162], [-7.2679, 17.0604, 4.1733], [-6.5565, 18.5576, 4.8932], [-6.1293, 17.0284, 5.5381], [-3.7253, 23.8749, 2.2496], [-4.0755, 22.1476, 2.5790], [-4.7551, 21.5168, 1.3246], [-3.5497, 21.2276, 0.0149], [-4.6364, 22.1126, 3.5097], [-3.1292, 21.6354, 2.7452], [-5.4844, 22.2584, 1.0095], [-5.1591, 20.5434, 1.5933], [-6.7306, 21.6208, -1.5060], [-7.8054, 20.8396, -0.3384], [-9.2854, 20.8216, -0.7093], [-9.8967, 22.4722, -1.0033], [-7.8024, 21.2591, 0.6669], [-7.6105, 19.7756, -0.1923], [-9.8543, 20.3438, 0.0885], [-9.5333, 20.1872, -1.5603], [-12.5922, 19.0232, 3.1771], [-10.9789, 18.6623, 2.5998], [-10.6659, 17.2077, 2.3294], [-10.1442, 16.3882, 3.8176], [-10.2794, 19.0267, 3.3491], [-10.8866, 19.2455, 1.6844], [-9.8272, 17.1286, 1.6390], [-11.5080, 16.6829, 1.8813]]
}

=====

{
  "formula": "C4H5NO",
  "method": "ωB97M-V/def2-TZVPD",
  "homo_ev": -9.30,
  "smiles": "Cc1cocn1",
  "gap_ev": 10.41,
  "lumo_ev": 1.11,
  "largest_force_ha_per_bohr": 0.1523,
  "e_tot_ha": -285.3572,
  "symbols": ["C", "C", "C", "O", "C", "N", "H", "H", "H", "H", "H"],
  "positions_angstrom": [[0.6753, 0.1684, -1.5305], [0.0670, -0.0331, -0.1890], [-1.1356, -0.6372, 0.0994], [-1.1326, -0.4122, 1.5707], [0.0764, 0.3072, 2.0157], [0.7404, 0.4987, 0.9220], [0.7452, 1.2350, -1.7282], [0.0489, -0.2871, -2.2931], [1.6783, -0.2558, -1.5801], [-1.9619, -1.1384, -0.3233], [0.1986, 0.5546, 3.0364]]
}

=====

{
  "formula": "C5H4O",
  "method": "ωB97M-V/def2-TZVPD",
  "homo_ev": -10.01,
  "smiles": "C#CC(=O)C=C",
  "gap_ev": 9.30,
  "lumo_ev": -0.70,
  "largest_force_ha_per_bohr": 0.2191,
  "e_tot_ha": -267.9721,
  "symbols": ["C", "C", "C", "O", "C", "C", "H", "H", "H", "H"],
  "positions_angstrom": [[-2.1703, -0.4930, 0.1918], [-0.8714, -0.7810, 0.1997], [0.3207, -0.7931, -0.5845], [0.5590, -1.7942, -1.2876], [1.2565, 0.2224, -0.3701], [0.6724, 1.1743, 0.4797], [-3.0949, -0.7598, 0.4673], [2.2970, 0.4334, -0.7024], [1.3422, 1.9031, 0.6456], [-0.3112, 0.8878, 0.9605]]
}

=====

{
  "formula": "C18H34NPtS3Si2",
  "method": "ωB97M-V/def2-TZVPD",
  "homo_ev": [-10.43, -10.43],
  "charge": 1,
  "gap_ev": [7.12, 7.12],
  "lumo_ev": [-3.31, -3.31],
  "largest_force_ha_per_bohr": 0.0534,
  "e_tot_ha": -2653.7563,
  "symbols": ["Pt", "C", "C", "S", "C", "C", "S", "C", "C", "S", "H", "H", "H", "H", "H", "H", "H", "H", "H", "H", "H", "H", "C", "Si", "C", "C", "C", "C", "C", "C", "C", "C", "N", "Si", "C", "C", "C", "H", "H", "H", "H", "H", "H", "H", "H", "H", "H", "H", "H", "H", "H", "H", "H", "H", "H", "H", "H", "H", "H"],
  "positions_angstrom": [[0.3991, -0.3178, 0.8219], [3.2576, -1.6476, 2.1432], [2.9060, -0.7991, 3.3502], [1.1422, -0.3259, 3.4255], [1.2764, 1.4671, 3.7097], [1.9933, 2.2871, 2.6534], [1.3291, 2.0825, 0.9644], [2.8501, 1.7600, 0.0092], [3.6934, 0.5665, 0.4265], [2.7604, -1.0097, 0.5142], [2.7620, -2.6173, 2.1960], [4.3343, -1.8145, 2.1010], [3.4947, 0.1151, 3.3910], [3.1236, -1.3753, 4.2492], [1.7765, 1.6063, 4.6694], [0.2424, 1.7946, 3.8185], [3.0592, 2.0696, 2.6257], [1.8739, 3.3421, 2.8993], [3.4539, 2.6672, 0.0430], [2.4782, 1.6307, -1.0073], [4.1823, 0.7166, 1.3876], [4.4702, 0.4111, -0.3210], [-2.8356, 1.5138, -2.6961], [-1.4985, 1.5683, -1.3663], [-0.0340, 2.5469, -2.0466], [-2.1768, 2.4012, 0.1883], [-1.0398, -0.2077, -0.8796], [-2.0848, -0.8023, -0.0266], [-3.3374, -1.2687, -0.4154], [-4.1588, -1.8376, 0.5403], [-3.7164, -1.9323, 1.8571], [-2.4627, -1.4471, 2.1690], [-1.6844, -0.8840, 1.2468], [-0.3215, -1.4799, -2.1111], [-0.1590, -3.1392, -1.2018], [1.3432, -0.9203, -2.8055], [-1.4845, -1.7286, -3.5738], [-3.1567, 2.5301, -2.9337], [-3.7183, 0.9574, -2.3772], [-2.4631, 1.0601, -3.6162], [-0.4056, 3.3618, -2.6716], [0.6234, 1.9346, -2.6652], [0.5548, 2.9966, -1.2482], [-2.3039, 3.4748, 0.0358], [-1.5050, 2.2579, 1.0371], [-3.1500, 1.9879, 0.4636], [-3.6433, -1.1989, -1.4502], [-5.1356, -2.2130, 0.2653], [-4.3352, -2.3760, 2.6232], [-2.0758, -1.4940, 3.1793], [0.2977, -3.0207, -0.2213], [0.4453, -3.8525, -1.7671], [-1.1428, -3.5908, -1.0461], [2.1222, -0.8794, -2.0465], [1.2752, 0.0586, -3.2834], [1.6712, -1.6303, -3.5684], [-2.4781, -2.0546, -3.2608], [-1.0859, -2.4919, -4.2456], [-1.5982, -0.8097, -4.1522]]
}